{"formula": "C55H111NO33S7", "method": "ωB97M-V with the def2-TZVPD basis set", "elements": ["C", "C", "O", "N", "C", "H", "H", "H", "H", "H", "H", "H", "C", "C", "O", "C", "O", "O", "C", "H", "H", "H", "H", "H", "H", "H", "H", "C", "C", "O", "C", "O", "O", "C", "H", "H", "H", "H", "H", "H", "H", "H", "C", "C", "O", "C", "O", "O", "C", "H", "H", "H", "H", "H", "H", "H", "H", "C", "C", "O", "C", "O", "O", "C", "H", "H", "H", "H", "H", "H", "H", "H", "C", "C", "O", "C", "O", "O", "C", "H", "H", "H", "H", "H", "H", "H", "H", "C", "C", "O", "C", "O", "O", "C", "H", "H", "H", "H", "H", "H", "H", "H", "C", "C", "C", "S", "O", "O", "C", "H", "H", "H", "H", "H", "H", "H", "H", "C", "C", "C", "S", "O", "O", "C", "H", "H", "H", "H", "H", "H", "H", "H", "C", "C", "C", "S", "O", "O", "C", "H", "H", "H", "H", "H", "H", "H", "H", "C", "C", "C", "S", "O", "O", "C", "H", "H", "H", "H", "H", "H", "H", "H", "C", "C", "C", "S", "O", "O", "C", "H", "H", "H", "H", "H", "H", "H", "H", "C", "C", "C", "S", "O", "O", "C", "H", "H", "H", "H", "H", "H", "H", "H", "C", "C", "C", "S", "O", "O", "C", "H", "H", "H", "H", "H", "H", "H", "H"], "coordinates": [[2.607171, 5.654135, -5.864793], [3.364941, 5.161885, -7.047343], [4.507731, 5.576735, -7.120333], [2.779431, 4.448035, -8.044353], [3.474301, 3.965305, -9.244943], [2.901701, 6.670655, -5.603923], [2.924191, 5.008485, -5.045813], [1.522881, 5.719095, -5.955373], [1.813081, 4.187125, -7.909413], [3.181731, 2.918155, -9.322473], [4.561821, 3.932185, -9.179413], [3.043411, 4.485725, -10.100273], [-6.116209, 3.132215, -0.499923], [-6.379919, 3.850555, 0.831057], [-7.681409, 4.355545, 0.968117], [-7.954019, 5.519285, 0.330677], [-7.291269, 6.123805, -0.543963], [-9.149999, 5.874525, 0.895397], [-9.891059, 6.978255, 0.375107], [-6.904399, 2.379475, -0.515573], [-5.102569, 2.744455, -0.601293], [-6.169579, 3.804735, -1.356053], [-5.623629, 4.617575, 0.997837], [-6.161899, 3.198775, 1.677077], [-9.902689, 7.790945, 1.101397], [-10.907759, 6.670665, 0.130527], [-9.405369, 7.241825, -0.564433], [-7.344099, -2.275655, -2.799653], [-7.499199, -3.708555, -3.394393], [-8.284269, -4.642835, -2.639653], [-9.591449, -4.575495, -2.715553], [-10.257169, -3.713565, -3.150723], [-10.067929, -5.705335, -2.091383], [-11.419329, -5.909215, -1.708853], [-6.487979, -1.762285, -3.237393], [-7.269799, -2.380775, -1.717283], [-8.210379, -1.624915, -2.918813], [-6.474569, -4.075745, -3.452723], [-7.804889, -3.649085, -4.438963], [-11.560059, -6.810405, -1.112063], [-11.980269, -5.816335, -2.638813], [-11.714959, -5.017675, -1.155823], [4.251031, -3.679255, 7.726977], [4.554491, -4.799705, 6.721827], [3.322521, -5.509925, 6.339087], [2.379891, -4.955395, 5.572387], [2.461821, -3.912105, 4.911097], [1.249711, -5.771225, 5.639527], [0.265851, -5.568895, 4.635737], [3.546181, -3.012995, 7.229587], [5.215051, -3.187895, 7.858597], [3.716631, -4.041895, 8.605037], [5.151541, -5.635915, 7.085667], [5.007171, -4.433995, 5.800177], [-0.056639, -4.528745, 4.589037], [-0.640939, -6.164745, 4.739657], [0.698461, -5.777485, 3.657257], [6.187441, 2.278335, 13.074817], [4.888761, 2.219705, 12.256647], [5.046371, 1.886245, 10.818247], [4.015011, 1.743625, 10.009867], [2.825451, 1.806015, 10.302507], [4.465841, 1.336255, 8.725827], [3.550561, 1.517935, 7.662617], [6.665071, 1.302795, 13.165917], [5.948211, 2.767925, 14.018847], [6.987691, 2.823325, 12.574127], [4.351251, 3.161545, 12.366797], [4.354981, 1.336745, 12.608127], [3.982641, 1.151035, 6.731607], [3.247211, 2.562505, 7.592047], [2.592511, 1.018615, 7.807267], [0.429181, 8.274325, -0.659953], [-1.079049, 8.220505, -0.641443], [-1.470479, 6.884955, -1.027813], [-1.701649, 6.662715, -2.320453], [-1.485169, 7.384895, -3.320763], [-2.258769, 5.429285, -2.354093], [-2.716379, 4.960915, -3.604943], [0.821531, 8.131195, -1.666763], [0.955941, 7.536215, -0.055133], [0.782431, 9.277305, -0.420473], [-1.532409, 8.961865, -1.299423], [-1.375169, 8.607935, 0.333397], [-1.838059, 4.954535, -4.250403], [-3.481229, 5.539745, -4.122673], [-3.071169, 3.933285, -3.526193], [-2.162359, -0.544545, 7.025987], [-1.865139, 0.897685, 7.332357], [-2.167349, 1.581985, 6.098217], [-1.700319, 2.862625, 5.869927], [-1.141919, 3.636715, 6.669077], [-1.974209, 3.085385, 4.605837], [-1.899609, 4.399995, 4.084207], [-3.210659, -0.737615, 6.798177], [-1.881719, -1.145305, 7.891107], [-1.593399, -0.857795, 6.150627], [-0.818249, 1.023595, 7.608507], [-2.366619, 1.315565, 8.205277], [-1.084209, 5.051995, 4.397437], [-2.821269, 4.943895, 4.291137], [-1.796679, 4.388745, 2.999127], [-0.172459, -1.179685, 0.491397], [-0.960679, -0.967775, -0.874753], [-0.209089, -0.066145, -1.918613], [1.117701, 0.848865, -0.978293], [0.979951, 2.312915, -1.010193], [2.430631, 0.266645, -1.316443], [0.480701, 0.232025, 0.727207], [0.611411, -1.913955, 0.305657], [-0.696039, -1.585075, 1.357207], [-1.863929, -0.385775, -0.691693], [-1.374079, -1.898825, -1.262513], [-0.786769, 0.698895, -2.437343], [0.366341, -0.630145, -2.652723], [-0.280139, 0.949515, 1.034467], [1.265851, 0.350935, 1.473867], [1.193511, -8.832815, -4.158593], [-0.125369, -8.880955, -3.213283], [-0.516219, -7.384895, -3.043093], [1.029571, -6.488045, -2.681113], [1.208331, -6.365085, -1.204403], [1.059861, -5.267605, -3.508183], [2.103021, -7.881015, -3.305543], [0.951301, -8.300505, -5.078423], [1.745871, -9.762515, -4.295153], [0.040781, -9.288535, -2.216103], [-0.986469, -9.400365, -3.633793], [-1.244619, -7.040675, -2.308893], [-0.846379, -6.962145, -3.991973], [2.431281, -8.459825, -2.442213], [2.981331, -7.431575, -3.768873], [-9.140759, -1.544795, 2.943227], [-9.124869, -1.242345, 4.497477], [-7.635839, -1.210995, 4.904997], [-6.650269, -2.260345, 3.521187], [-5.977009, -3.357945, 4.174537], [-5.933839, -1.408805, 2.606867], [-8.231549, -2.820255, 2.749407], [-8.750989, -0.615235, 2.528377], [-10.133139, -1.720805, 2.528117], [-9.570399, -2.059925, 5.064197], [-9.666469, -0.319625, 4.705717], [-7.565579, -1.783965, 5.829587], [-7.241069, -0.195035, 4.895947], [-8.551239, -3.628405, 3.407277], [-7.981509, -3.086425, 1.722407], [4.904281, -0.284325, -6.067983], [6.288951, 0.041935, -5.285583], [6.673241, -1.260725, -4.583033], [6.370341, -2.597525, -5.802663], [5.888941, -3.791455, -5.075353], [7.472401, -2.784955, -6.722663], [4.955151, -1.713595, -6.596763], [4.888581, 0.449815, -6.873523], [4.013701, -0.189095, -5.446783], [6.349681, 0.834135, -4.539373], [7.111381, 0.396355, -5.906953], [5.923091, -1.486575, -3.825163], [7.665491, -1.388835, -4.150423], [4.031021, -2.291575, -6.601233], [5.248981, -1.746945, -7.645883], [8.055721, -2.292775, 1.622947], [6.547621, -1.997475, 1.336747], [5.699731, -3.236775, 0.971767], [6.785831, -4.658245, 1.580987], [7.324521, -5.360855, 0.438367], [6.059211, -5.403935, 2.611207], [8.055171, -3.621535, 2.464417], [8.579111, -1.552835, 2.228457], [8.440731, -2.451895, 0.615697], [6.458331, -1.213545, 0.584687], [6.097851, -1.493595, 2.192257], [5.541301, -3.402355, -0.093873], [4.753321, -3.169955, 1.508377], [8.969781, -4.189465, 2.634877], [7.625121, -3.417005, 3.444887], [-2.404919, -1.660205, -9.354863], [-1.635899, -1.274095, -8.041983], [-1.455199, -2.534995, -7.024823], [-2.329609, -3.957885, -7.900043], [-3.708059, -4.039065, -7.429363], [-1.405229, -5.090975, -7.887863], [-2.195419, -3.171045, -9.574583], [-2.060749, -1.161605, -10.260973], [-3.468719, -1.438945, -9.268473], [-2.169099, -0.443955, -7.578653], [-0.605339, -0.993095, -8.258983], [-1.790959, -2.470285, -5.989843], [-0.408829, -2.833015, -7.091003], [-3.018469, -3.629635, -10.122653], [-1.257579, -3.441995, -10.059483], [6.483601, 7.172855, 0.340257], [5.939781, 6.478995, -0.888473], [5.682451, 5.080475, -0.432713], [7.072601, 4.568695, 0.711207], [8.080881, 3.789945, -0.039753], [6.432491, 4.073245, 1.947497], [7.648991, 6.262335, 0.880367], [5.688091, 7.271775, 1.078817], [6.811701, 8.176815, 0.070967], [6.712431, 6.472625, -1.657293], [5.068481, 6.982245, -1.307593], [5.505581, 4.215515, -1.071983], [4.800311, 5.112195, 0.206757], [8.460421, 6.338305, 0.156557], [8.165151, 6.452035, 1.821477]], "atomic_forces_ev_per_a": [[-1.0, -0.1, 0.6], [0.6, 1.7, -0.9], [0.8, -0.7, -0.5], [0.1, -0.1, 0.7], [-1.2, -0.8, 0.6], [0.4, -0.2, -0.3], [-0.4, 0.0, 0.3], [-0.1, -0.6, 0.0], [0.2, 0.0, -0.2], [0.0, -0.1, -0.3], [-0.2, 0.8, 0.2], [0.7, 0.1, -0.2], [-0.5, 0.5, 0.4], [2.5, -0.2, -0.3], [-0.1, 1.0, -0.7], [0.2, 1.2, -1.0], [-2.2, -2.1, 3.0], [0.7, -0.3, -0.5], [0.6, -0.1, -0.9], [0.4, -0.4, -0.7], [-0.1, -0.5, 0.6], [-0.6, 0.1, 0.1], [-0.2, 0.6, -0.3], [-0.7, -0.4, -0.1], [0.1, -0.1, -0.1], [0.1, -0.2, 0.3], [-0.1, 0.6, 0.1], [-1.1, -0.7, 0.3], [0.8, 1.6, -0.5], [1.4, 0.0, -0.3], [-0.8, -2.5, 2.1], [-1.3, 1.8, -1.2], [1.9, -0.5, 0.1], [-0.2, 2.3, -1.1], [0.1, -0.2, 0.2], [0.6, 0.1, 0.1], [-0.2, -0.2, -0.4], [-0.3, -0.7, 0.4], [-0.6, -0.1, 0.1], [0.4, 0.1, -0.5], [-0.6, -0.8, 0.2], [-0.2, -0.2, 0.5], [-0.1, -0.8, -1.4], [-1.2, -0.2, -0.5], [-0.7, 0.1, 0.0], [-0.6, 1.1, -1.0], [-0.2, -2.4, 1.5], [1.4, 0.5, 0.3], [0.1, 1.0, -1.1], [0.2, 0.3, 0.0], [-0.3, 0.3, 0.7], [0.6, -0.1, 0.2], [0.1, 0.3, 0.3], [0.0, 0.2, 0.1], [0.1, 0.1, 0.2], [0.5, -0.4, 0.7], [0.0, -0.2, 0.0], [0.4, -0.1, -1.6], [-0.3, -1.1, -0.4], [1.4, 0.7, 0.0], [-1.9, -1.3, -1.0], [2.1, 0.4, -0.5], [0.2, 0.8, 2.4], [-1.2, 0.3, 0.0], [-0.5, -0.2, 0.5], [0.1, -0.3, 0.0], [-0.3, 0.6, -0.1], [-0.3, -0.3, -0.2], [-0.6, 0.6, 0.4], [0.3, 0.2, 0.3], [0.4, 0.2, -0.2], [0.2, -0.5, 0.3], [0.8, 0.6, -1.0], [1.2, 0.7, -0.6], [-0.5, 0.9, 0.5], [-0.2, 0.7, -2.4], [-0.6, -1.9, 3.3], [-0.4, 0.7, 0.3], [1.0, -0.4, -1.3], [-0.2, -0.2, -0.2], [-0.5, 0.0, 0.4], [-0.1, 0.0, 0.4], [0.2, -0.3, -0.5], [-0.7, -1.4, 0.4], [-0.1, -0.1, -0.4], [0.0, 0.4, 0.6], [0.1, 0.2, 0.5], [-0.1, -0.3, 0.3], [0.6, 0.3, -0.1], [0.7, 1.8, 0.2], [0.9, 0.2, 2.7], [-1.6, -2.3, -2.0], [0.1, 0.3, -0.9], [-0.1, 1.4, -0.5], [-0.1, 0.2, 0.1], [0.0, -0.2, -0.1], [0.1, 0.0, 0.1], [0.3, 0.0, -0.4], [-0.7, 0.0, -0.3], [0.2, -0.6, 0.7], [-0.1, -0.1, 0.2], [-0.1, -0.7, 0.0], [1.4, 1.4, -1.7], [-0.7, 0.8, 0.6], [1.3, -0.4, 0.7], [0.2, -0.3, 1.4], [-0.1, -1.7, -0.3], [-1.8, 0.6, 0.5], [-0.1, -0.3, -0.7], [0.2, 0.0, -0.1], [-0.6, 0.5, -0.3], [-0.1, 0.0, 0.6], [0.6, -0.1, -0.3], [-0.3, -0.2, 0.3], [-0.1, -0.1, 0.0], [-0.2, 0.1, -0.4], [0.3, -0.5, -0.3], [-0.7, 1.6, 2.3], [0.2, 1.0, -0.7], [0.6, 0.4, -0.5], [-0.1, 0.1, 1.4], [-0.2, -0.2, -2.7], [0.3, -1.7, 0.9], [-0.3, 0.2, -0.1], [-0.1, -0.5, -0.2], [-0.5, 0.0, -0.2], [0.4, -0.2, -0.2], [0.2, -0.1, -0.2], [0.1, -0.6, 0.3], [0.1, -0.1, -0.2], [0.0, 0.4, 0.2], [-0.2, -0.1, -0.3], [0.2, -0.7, 1.2], [0.5, -0.8, -1.3], [0.0, -0.7, -1.3], [-2.0, 0.4, 1.6], [-0.1, 0.2, -0.2], [-0.1, 0.1, 0.1], [0.7, 2.1, 0.5], [0.3, -0.4, -0.7], [0.0, 0.0, 0.2], [-0.4, 0.0, -0.2], [0.2, 0.0, 0.1], [0.8, 0.4, 0.0], [0.3, -0.3, 0.3], [-0.2, -0.2, -0.4], [-0.3, -0.2, 0.1], [1.5, 0.8, 0.7], [0.0, -0.8, 0.3], [-0.4, -0.6, -0.6], [-1.0, -1.4, 1.8], [0.5, 1.7, -1.1], [-0.5, 0.6, 0.2], [1.0, -0.4, -1.2], [-0.5, -0.2, -0.1], [0.3, 0.3, 0.2], [-1.2, 0.1, 0.2], [-0.2, -0.5, -0.9], [0.1, 0.0, 0.2], [0.0, 0.2, -0.3], [0.1, 0.0, 0.8], [0.2, 0.2, -0.1], [-1.0, -1.8, 0.2], [0.0, 1.2, 0.4], [1.6, -0.2, 0.6], [-1.4, 0.1, 1.4], [0.1, 0.5, 0.4], [0.7, 0.5, -0.9], [-1.0, 0.4, -1.2], [-0.2, 0.3, -0.6], [0.9, 0.0, 0.3], [0.2, -0.2, -0.3], [0.0, -0.3, 0.4], [0.1, 0.0, 0.1], [0.1, -0.6, 0.0], [0.0, 0.1, -0.6], [-0.2, -0.1, 0.0], [0.5, -1.1, 0.4], [-0.1, -0.9, 0.8], [-0.8, 0.1, -2.3], [1.8, 1.0, 0.3], [1.1, -0.1, -0.7], [-1.4, 0.5, 0.1], [-1.3, -0.2, 0.7], [0.2, 0.3, 0.3], [0.0, -0.1, 0.2], [0.3, 0.0, 0.2], [-0.2, 0.3, -0.2], [-0.1, 0.2, -0.3], [-0.1, -0.1, 0.3], [0.0, 0.0, -0.2], [0.1, 0.0, 0.4], [0.5, 0.0, 0.9], [0.9, -0.3, -0.8], [-0.5, -1.5, 1.3], [-1.1, -0.5, -0.5], [-1.5, 0.9, 1.4], [1.4, 0.5, -1.6], [0.3, 0.7, -0.8], [0.0, 0.0, 0.2], [0.3, -0.1, 0.3], [0.0, 0.1, -0.2], [-0.1, -0.2, 0.1], [0.3, 0.4, -0.6], [0.1, -0.2, 0.3], [0.0, -0.2, -0.3], [-0.8, 0.1, 0.3]], "largest_force_ev_per_a": 4.26, "gap_ev": 9.34}